86
Properties=species:S:1:pos:R:3:forces:R:3 method="wB97M-V/def2-TZVPD" lumo_ev="2.4 / 2.4" spin_multiplicity=1 homo_ev="-4.8 / -4.8" relative_energy_kcal_mol=23.0 homo_lumo_gap_ev="7.2 / 7.2" total_charge=-1
Fe -0.139992 0.153210 -0.445543 0.9 -0.3 -0.9
N 2.032218 0.207818 -0.699993 -0.3 0.0 0.2
C 2.801378 0.679151 -1.858367 0.0 0.0 -0.1
C 3.016066 2.189293 -1.826661 0.0 0.0 0.0
C 1.748271 2.942553 -1.433586 0.0 -0.1 0.1
C 0.552399 2.585331 -2.318376 0.0 0.0 0.0
N -0.530921 1.910378 -1.573069 -0.3 0.0 0.2
H 2.427790 0.539811 0.174848 0.0 0.0 0.0
H 2.115806 -0.802175 -0.650977 0.0 0.0 0.1
H 2.251129 0.384349 -2.755564 0.0 0.0 0.0
H 3.777400 0.182778 -1.907987 0.0 0.0 0.0
H 3.376413 2.501213 -2.811948 0.0 0.0 0.0
H 3.810556 2.429237 -1.112123 0.0 0.0 0.0
H 1.927077 4.019108 -1.428856 0.1 0.0 -0.1
H 1.501292 2.677947 -0.406998 0.0 0.1 0.0
H 0.845458 1.901049 -3.113371 0.0 0.0 0.0
H 0.160599 3.475160 -2.819694 0.0 0.0 0.1
H -1.239186 1.636018 -2.256136 0.0 -0.1 0.0
H -0.959134 2.590061 -0.950662 0.0 0.0 0.0
C 0.465497 5.224452 4.768748 0.0 0.0 0.0
C 0.605040 4.242204 3.612346 0.0 0.0 0.0
C 0.540228 2.790046 4.069377 0.0 0.0 0.0
C 0.806682 1.759446 2.972537 0.0 0.0 0.0
Ge -0.402010 1.751173 1.387160 0.0 -0.1 0.0
C -2.278831 1.768122 2.017245 0.0 0.0 0.0
C -2.778180 3.046834 2.686937 0.0 0.0 0.0
C -4.295498 3.061940 2.890573 0.0 0.0 0.0
C -4.790069 1.942851 3.800542 0.0 0.0 0.0
H 0.493657 6.261746 4.428283 0.0 0.0 0.0
H 1.267610 5.089173 5.499375 0.0 0.0 0.0
H -0.482493 5.072121 5.291621 0.0 0.0 0.0
H 1.552938 4.411911 3.088663 0.0 0.0 0.0
H -0.180369 4.426084 2.876433 0.0 0.0 0.0
H -0.442590 2.604501 4.514943 0.0 0.0 0.0
H 1.263315 2.653661 4.885741 0.0 0.0 0.0
H 0.741554 0.755023 3.389498 0.0 0.0 0.0
H 1.836775 1.863727 2.610509 0.0 0.0 0.0
H -0.274951 3.232318 0.818937 0.0 0.0 0.0
H -2.407151 0.899165 2.665703 0.0 0.0 0.0
H -2.896606 1.559181 1.140333 0.0 0.0 0.0
H -2.495229 3.917425 2.083872 0.0 0.0 0.0
H -2.294245 3.185803 3.660277 0.0 0.0 0.0
H -4.781739 2.969633 1.913485 0.0 0.0 0.0
H -4.597926 4.032430 3.300577 0.0 0.0 0.0
H -4.577476 0.964698 3.367823 0.0 0.0 0.0
H -5.868064 2.008876 3.964084 0.0 0.0 0.0
H -4.298975 1.992536 4.777031 0.0 0.0 0.0
C 3.383278 -4.829372 1.236888 0.0 0.0 0.0
C 3.804273 -4.165777 0.093448 0.0 0.0 0.0
C 2.869752 -3.719255 -0.830825 0.0 0.0 0.0
C 1.503465 -3.918818 -0.628198 -0.1 -0.1 0.0
C 1.099738 -4.596482 0.525827 0.0 0.0 0.0
C 2.029302 -5.047209 1.451213 0.0 0.0 0.0
Si 0.196666 -3.295661 -1.810533 0.1 0.2 -0.1
C 0.691280 -3.505867 -3.600244 0.0 -0.1 0.0
C -0.057338 -4.350007 -4.420037 0.0 0.0 0.0
C 0.244942 -4.495893 -5.767763 0.0 0.0 0.0
C 1.305920 -3.794038 -6.318273 0.0 0.0 0.0
C 2.057933 -2.941267 -5.520687 0.0 0.0 0.0
C 1.747395 -2.798136 -4.178346 0.0 0.0 0.0
H 4.109876 -5.173725 1.962429 0.0 0.0 0.0
H 4.860267 -3.997193 -0.079248 0.0 0.0 0.0
H 3.217995 -3.216581 -1.727230 0.0 0.0 0.0
H 0.041526 -4.748440 0.711953 0.0 0.0 0.0
H 1.695583 -5.557655 2.345917 0.0 0.0 0.0
H -1.046986 -4.039099 -1.578282 -0.1 0.0 0.0
H -0.900316 -4.890015 -4.003026 0.0 0.0 0.0
H -0.356159 -5.148370 -6.389095 0.0 0.0 0.0
H 1.539043 -3.898389 -7.370916 0.0 0.0 0.0
H 2.873803 -2.373832 -5.951460 0.0 0.0 0.0
H 2.319843 -2.095221 -3.580947 0.0 0.0 0.0
F -4.737223 -0.493832 -1.609343 0.0 -0.1 0.0
C -4.107700 -1.619615 -1.247190 0.0 0.0 0.0
F -3.445910 -2.088493 -2.312151 0.0 0.0 0.0
F -5.044860 -2.523244 -0.917304 0.0 0.0 0.0
S -2.963966 -1.333563 0.166274 0.0 -0.2 -0.1
O -2.263363 -2.588446 0.285547 0.0 0.0 0.0
O -3.835707 -0.952877 1.240064 0.0 0.0 0.0
O -2.147755 -0.239189 -0.387893 -0.1 0.2 0.1
Se -0.873752 -0.144381 -3.982603 0.0 0.0 -0.1
C -0.336963 -0.651933 -2.342135 0.0 0.4 0.0
N 0.046742 -1.557778 -1.606981 0.0 -0.2 0.4
F -0.609550 -0.980450 2.172530 0.0 0.0 0.0
C 0.286300 -1.031826 1.105060 -0.2 0.0 0.2
F 1.552174 -0.796548 1.716720 0.0 0.0 -0.1
H 0.344953 -2.090869 0.859248 -0.1 0.0 0.0